# C7H15NS

2 unconnected molecules or ions with the total composition C7H15NS at a distorted geometry (the ωB97M-V functional and the def2-TZVPD basis, OMol25).

The geometry in ORCA input format:
```
! wB97M-V def2-TZVPD RIJCOSX def2/J DEFGRID3
* xyz 0 1
C -0.26933 -1.27618 -1.38983
S 0.36973 -1.39679 0.31088
C 1.52089 0.04952 0.27522
C 0.94967 1.47304 0.25466
C 2.76635 -0.24972 -0.49813
C 2.77115 -0.34829 0.97741
H 0.46965 -1.50612 -2.18298
H -1.05064 -1.90239 -1.51262
H -0.46592 -0.19635 -1.57392
H 1.38047 2.05795 1.02672
H -0.21493 1.55881 0.46601
H 0.96897 1.81408 -0.81464
H 3.20264 0.65178 -1.02462
H 2.79859 -1.17589 -1.04598
H 2.91785 -1.16806 1.51873
H 3.26862 0.48967 1.51983
H -3.56185 1.13678 -1.56072
N -3.16684 0.35884 -0.93670
C -2.73186 0.64343 0.19058
C -2.41966 -0.44036 1.15518
H -2.69198 1.74867 0.59602
H -1.31144 -0.35648 1.36830
H -2.49432 -1.50075 0.71458
H -3.00582 -0.46518 2.16601
*
```

The HOMO energy comes out at -8.19 eV. The gap between HOMO and LUMO is 9.13 eV. The strongest force on any atom comes out at 0.108 hartree/bohr. The calculation puts the energy above the lowest of the compared OMol25 structures with the same formula, charge and spin at 133.0 kJ/mol.

---

# C7H15O3PS

A single C7H15O3PS molecule at a distorted geometry (the ωB97M-V functional and the def2-TZVPD basis, OMol25).

The geometry in ORCA input format:
```
! wB97M-V def2-TZVPD RIJCOSX def2/J DEFGRID3
* xyz 0 1
C 1.64567 -1.29288 2.08686
C 1.95422 -0.70215 0.94272
S 3.46327 0.03692 0.52037
C 3.64492 0.00328 -1.28081
P 0.33112 -0.59326 -0.38908
O 0.34010 -1.83916 -1.14205
O 0.49638 0.62578 -1.30943
C 0.60682 2.07998 -1.06045
C -0.36825 2.56916 -0.05576
O -0.92829 -0.35698 0.56908
C -1.98910 -1.34406 0.68070
C -2.97826 -1.19028 -0.50127
H 2.50723 -1.55870 2.65812
H 0.65038 -1.75766 2.34036
H 3.49666 1.09066 -1.61240
H 2.88637 -0.65984 -1.80098
H 4.64947 -0.28747 -1.54909
H 1.72088 2.12832 -0.83537
H 0.29823 2.57266 -1.98410
H -1.36790 2.82365 -0.43136
H -0.65184 1.82429 0.62851
H 0.15900 3.30735 0.67653
H -1.54392 -2.33774 0.59346
H -2.41655 -1.20325 1.65542
H -3.26974 -0.10729 -0.57042
H -2.45517 -1.18078 -1.35955
H -3.85344 -1.78802 -0.29242
*
```

The HOMO energy comes out at -8.31 eV. The gap between HOMO and LUMO is 9.06 eV. The strongest force on any atom comes out at 0.098 hartree/bohr. The calculation puts the energy above the lowest of the compared OMol25 structures with the same formula, charge and spin at 35.7 kJ/mol.

---

# C7H15O3SSi

A gas-phase ion, C7H15O3SSi (charge -1) at a distorted geometry (the ωB97M-V functional and the def2-TZVPD basis, OMol25).

The geometry in ORCA input format:
```
! wB97M-V def2-TZVPD RIJCOSX def2/J DEFGRID3
* xyz -1 1
C -1.83817 1.34919 -1.07929
C -1.19295 1.25294 0.13747
C -2.29096 -1.61913 0.73350
C 2.08862 1.56001 -0.94253
C 2.28936 -1.04685 0.79782
C -0.88488 -1.19347 0.23364
C -0.49490 0.14316 0.59893
O -1.29613 1.41918 2.81982
O -0.12718 -0.66052 3.25908
O 0.99145 1.19800 2.22056
Si 1.60591 0.74720 0.75970
S -0.31038 0.46794 2.37030
H -2.30556 2.25251 -1.56196
H -1.82555 0.50738 -1.85032
H -1.26637 2.18320 0.63674
H -2.33729 -1.42547 1.86588
H -3.02031 -0.90305 0.26499
H -2.58193 -2.69666 0.61004
H 2.74679 0.87737 -1.40248
H 1.25420 1.56634 -1.57807
H 2.69663 2.47037 -0.87973
H 2.15900 -1.36704 1.81426
H 1.61337 -1.76356 0.28424
H 3.29811 -1.34812 0.64171
H -0.91464 -1.46194 -0.83562
H -0.10854 -1.87376 0.68774
H 2.87156 1.28336 1.54892
*
```

The HOMO energy comes out at -4.06 eV. The gap between HOMO and LUMO is 7.61 eV. The strongest force on any atom comes out at 0.120 hartree/bohr. The calculation puts the energy above the lowest of the compared OMol25 structures with the same formula, charge and spin at 32.3 kJ/mol.

---

# C7H15O8PSTm

A molecular structure, C7H15O8PSTm at a distorted geometry (the ωB97M-V functional and the def2-TZVPD basis, OMol25).

The geometry in ORCA input format:
```
! wB97M-V def2-TZVPD RIJCOSX def2/J DEFGRID3
* xyz 3 3
C 0.80248 -2.30327 -2.64203
C 0.66697 -0.80121 -2.92294
C 0.77216 0.04043 -1.63124
C -0.44760 -0.13728 -0.80559
O -1.62840 0.72269 -1.15029
S -2.76892 0.08066 -0.33660
O -3.32823 -1.08847 -0.93891
O -3.79779 0.98098 0.02007
O -1.90988 -0.28613 0.97003
C -0.49076 -0.00512 0.70045
C 0.40263 -0.89443 1.53321
C 1.90306 -0.49622 1.59871
O 2.26812 -0.29113 2.92909
P -0.37444 1.75384 1.39630
O -0.10468 1.74711 2.85920
O -1.89684 2.53732 1.31251
O 0.59834 2.58456 0.55463
H 1.19889 -2.83210 -3.49401
H -0.16883 -2.71196 -2.38066
H 1.43499 -2.44283 -1.76910
H 1.43100 -0.47987 -3.61683
H -0.30364 -0.58585 -3.36016
H 0.92238 1.08150 -1.90616
H 1.65658 -0.28666 -1.09839
H -0.83194 -1.15146 -0.95804
H 0.00853 -1.02751 2.53180
H 0.35805 -1.86884 1.05178
H 2.48618 -1.34216 1.22838
H 2.14138 0.36460 0.97993
H 2.76780 0.53804 3.03158
H -2.40661 2.09691 2.01762
H 0.78919 3.47685 0.90809
Tm -2.15017 3.02699 3.38758
*
```

The HOMO energy (alpha / beta) comes out at -19.80 / -19.80 eV. The gap between HOMO and LUMO (alpha / beta) is 7.27 / 3.51 eV. As for the expectation value of S²: 2.009. The strongest force on any atom comes out at 0.132 hartree/bohr. The calculation puts the energy above the lowest of the compared OMol25 structures with the same formula, charge and spin at 0.0 kJ/mol.

---

# C7H16BrKN2O5PSSb

A molecular structure, C7H16BrKN2O5PSSb at a distorted geometry (the ωB97M-V functional and the def2-TZVPD basis, OMol25).

The geometry in ORCA input format:
```
! wB97M-V def2-TZVPD RIJCOSX def2/J DEFGRID3
* xyz 0 1
O -4.97516 -1.02245 -0.85779
O -3.93146 -1.87821 -0.46732
C -3.44380 -1.29672 0.76203
Sb -2.18626 0.48409 0.25633
O -3.78695 1.67826 0.73618
C -0.35953 -0.71064 -0.05012
C -0.09840 -1.10268 -1.53804
C 1.40586 -1.42603 -1.70133
C 2.28008 -0.14579 -1.43626
S 3.83113 -0.56969 -0.48513
C 3.77552 0.06011 1.25152
N 4.04822 1.30010 1.80648
N 3.89668 1.21734 3.12029
C 3.54647 -0.01513 3.40777
O 3.45444 -0.74969 2.28274
P -1.00934 2.62854 -0.45463
O 0.41058 2.78030 0.50430
Br -0.31535 2.48489 -2.64473
H -5.07806 -1.11278 -1.81691
H -4.33064 -0.92296 1.31404
H -2.91169 -2.03797 1.38740
H -2.73190 0.29084 -1.39393
H -1.68085 0.68336 1.93706
H -4.30099 1.88895 -0.05610
H -0.49731 -1.66451 0.50833
H 0.47047 -0.14318 0.42837
H -0.49149 -0.38797 -2.28295
H -0.64912 -2.05467 -1.71063
H 1.72830 -2.25952 -1.04775
H 1.56402 -1.77494 -2.74812
H 1.67787 0.70989 -1.02616
H 2.62164 0.18706 -2.48416
H 3.37110 -0.42211 4.40451
H 0.30592 3.65774 0.90000
K 4.38998 1.64620 -0.80527
*
```

The HOMO energy comes out at -6.13 eV. The gap between HOMO and LUMO is 4.93 eV. The strongest force on any atom comes out at 0.134 hartree/bohr.

---

# C7H16Cl3N6

2 unconnected molecules or ions with the total composition C7H16Cl3N6 at a distorted geometry (the ωB97M-V functional and the def2-TZVPD basis, OMol25).

The geometry in ORCA input format:
```
! wB97M-V def2-TZVPD RIJCOSX def2/J DEFGRID3
* xyz 1 1
C -1.43798 -2.13058 2.32218
N -0.13577 -2.66045 1.70596
C 0.84871 -1.54195 1.43409
N 0.77524 -0.96750 0.02601
C 0.36655 0.34218 -0.14983
N -0.07390 1.38178 0.85718
C -0.36417 2.60230 0.01193
N -0.08493 2.31463 -1.45524
C -0.24039 3.22809 -2.67755
N 0.11505 4.67447 -2.41048
C 1.22092 5.18413 -3.31273
N 0.32159 0.96404 -1.54691
H -2.33261 -2.09794 1.55816
H -1.27018 -1.13078 2.90852
H -1.74464 -2.94933 3.13483
H 0.30149 -3.20434 2.50954
H 1.93424 -2.02828 1.52871
H 0.81854 -0.67915 2.25491
H 1.06417 -1.48660 -0.84736
H -0.74956 3.64666 0.40853
H 0.31720 2.81489 -3.62146
H -1.40354 3.18605 -2.94220
H 0.45810 4.83950 -1.43865
H 1.98365 4.36789 -3.66784
H 1.86213 5.98805 -2.70991
H 0.73386 5.76703 -4.20790
H 0.57508 0.45041 -2.42218
C -0.75350 -6.12217 2.44795
Cl 0.23038 -5.31373 3.67996
Cl -0.27812 -7.82166 2.28875
Cl -2.47580 -5.99225 2.84338
H -0.58181 -5.62538 1.48963
*
```

The HOMO energy comes out at -12.77 eV. The gap between HOMO and LUMO is 8.84 eV. The strongest force on any atom comes out at 0.125 hartree/bohr.

---

# C7H16ClFeIO3P

A molecular structure, C7H16ClFeIO3P at a distorted geometry (the ωB97M-V functional and the def2-TZVPD basis, OMol25).

The geometry in ORCA input format:
```
! wB97M-V def2-TZVPD RIJCOSX def2/J DEFGRID3
* xyz 2 6
C -5.53627 0.00286 -4.06043
C -4.11096 0.35306 -4.09983
H -6.02486 0.16644 -5.03323
H -6.05086 0.59457 -3.28785
H -5.63610 -1.05634 -3.78822
O -3.39556 0.92681 -4.84749
I -2.83695 -0.64634 -2.12060
Fe -1.66463 0.41763 -0.34812
P -1.02190 2.40346 0.45709
C 0.43949 3.40463 0.13475
C -2.47713 3.26598 -0.20511
H -1.80310 1.50034 2.56279
H -1.61353 3.28857 2.63853
H -0.17893 2.19785 2.70808
C -1.17512 2.35126 2.27406
H -3.36422 2.61768 -0.18601
H -2.68353 4.14101 0.41932
H 0.25784 4.45429 0.41877
H 0.70529 3.34042 -0.93001
H -2.28574 3.58401 -1.23770
H 1.28352 3.01852 0.72692
C -0.00241 0.35751 -1.16644
O 1.13976 0.22104 -1.35014
Cl -1.26040 -0.90712 1.32324
C 1.55071 -2.56292 0.32094
O 0.75812 -2.67328 -0.85750
H 1.08317 -1.80652 0.95350
H 2.59399 -2.26071 0.13482
H 1.52997 -3.53007 0.83701
H 1.26786 -2.26926 -1.57799
*
```

The HOMO energy (alpha / beta) comes out at -15.60 / -15.58 eV. The gap between HOMO and LUMO (alpha / beta) is 7.27 / 5.47 eV. As for the expectation value of S²: 8.786. The strongest force on any atom comes out at 0.181 hartree/bohr. The calculation puts the energy above the lowest of the compared OMol25 structures with the same formula, charge and spin at 0.0 kJ/mol.

---

# C7H16ClInN3O4P

A molecular structure, C7H16ClInN3O4P at a distorted geometry (the ωB97M-V functional and the def2-TZVPD basis, OMol25).

The geometry in ORCA input format:
```
! wB97M-V def2-TZVPD RIJCOSX def2/J DEFGRID3
* xyz 2 1
C -2.86238 -3.19722 -1.52488
C -1.55961 -2.18374 -1.79749
N -1.19863 -1.45557 -0.52232
P -0.08425 -0.09024 -0.78629
N 1.13506 -1.36165 -1.09478
C 2.37458 -0.72144 -1.20605
O 3.69715 -0.48952 -1.01681
O -1.21907 1.20809 -0.36004
C -0.81501 1.94152 0.88478
N -0.18873 3.23877 0.44513
C 0.01159 0.81963 1.72249
Cl -1.22990 0.40352 3.08793
C 1.33164 1.17829 2.60418
O 2.17838 2.26463 2.10858
C 3.22108 1.81140 1.17866
O 0.37305 -0.35820 0.90892
H -2.48838 -4.00648 -0.73134
H -3.75123 -2.55408 -1.08528
H -3.15849 -3.80561 -2.48758
H -1.92351 -1.46428 -2.67103
H -0.71757 -2.87382 -2.23092
H -0.83073 -2.08896 0.22052
H -0.46886 0.13515 -2.18148
H 0.88966 0.97131 -0.79152
H -1.65495 2.28264 1.62487
H 0.60497 3.08423 -0.21765
H -0.86705 3.84698 -0.07142
H 1.99413 0.18546 2.64814
H 1.06582 1.40458 3.74523
H 3.69814 0.77211 1.42426
H 4.12265 2.58113 1.07523
H 2.72290 1.76443 0.10683
In -4.40246 -3.24307 -3.00885
*
```

The HOMO energy comes out at -16.19 eV. The gap between HOMO and LUMO is 4.12 eV. The strongest force on any atom comes out at 0.231 hartree/bohr.